The following is a quantum chemistry calculation of a molecular structure, C62H36I4N10Ti in a non-equilibrium geometry, from the Open Molecules 2025 dataset.

energy relative to the best compared isomer or geometry (same formula, charge and spin) = 0.0 kJ/mol
2S+1 = 2
HOMO-LUMO gap (alpha / beta) = 4.84 / 4.74 eV
charge = +1

The geometry in XYZ format:
```
113
C62H36I4N10Ti, DFT the ωB97M-V functional and the def2-TZVPD basis
C 1.20 3.88 6.44
H -0.46 3.16 5.31
C 1.37 4.16 0.77
C -1.13 -0.97 -4.69
C 1.51 -1.69 3.90
N -1.03 -1.49 0.37
N 0.66 1.98 0.85
C 0.31 -4.47 3.91
I 1.69 -8.58 4.27
C 0.68 2.52 2.12
C -3.75 -4.04 -3.92
C -2.50 0.86 -4.57
C 3.12 0.10 1.05
C 1.41 2.51 4.47
C 4.04 -0.63 1.76
N 4.16 -1.96 1.62
H -0.54 -1.46 -5.44
C 1.21 -6.97 -5.26
I 3.48 5.02 8.11
H 5.54 4.06 -3.04
Ti 0.38 -0.03 0.23
C -3.44 -2.13 -2.47
H 1.10 -4.91 0.66
H 1.89 -2.56 4.39
H 2.40 6.96 -3.26
C 1.15 -6.68 3.53
C 1.14 2.97 0.04
H -0.30 -3.53 -4.20
H 1.68 -7.15 1.52
I -5.72 -4.23 -6.24
H 1.74 5.09 0.38
C 1.30 -6.40 2.19
C 1.55 -5.39 -3.49
C 2.10 -6.45 -2.76
H -2.23 -3.91 -2.42
H -0.32 2.03 -5.40
C -2.77 -3.02 0.12
C 0.32 -3.23 -3.37
H 4.46 3.30 5.72
H -2.09 2.55 -3.31
H 4.01 2.50 -1.89
N 0.56 -0.41 2.24
H 0.84 -7.23 -6.24
C 1.33 -4.07 -2.88
C 0.62 3.18 5.40
C 0.64 -5.72 4.40
H 0.88 5.38 -2.14
H 2.45 -6.30 -1.75
H -6.09 -1.66 -4.52
C 0.82 -1.68 2.64
C -2.17 -1.79 -0.38
C -0.81 -2.61 1.12
N 1.70 -7.97 -4.55
C -1.21 0.80 -2.40
C 2.49 -1.83 -0.09
C 1.02 3.89 2.07
C 0.07 -2.02 -2.75
H -3.71 -3.41 -0.21
C 3.38 3.26 5.64
H 0.49 -5.95 5.44
H 1.07 4.55 2.91
C 2.58 3.92 6.55
N 2.27 -0.48 0.16
C 1.73 -2.39 -1.19
C 0.72 2.00 -2.15
C 2.76 5.99 -2.96
C 2.34 3.83 -1.96
C -1.60 1.62 -3.62
C 0.22 -2.80 2.04
C 2.06 -3.61 -1.79
C 1.40 2.86 -1.35
H -4.84 -0.54 -2.72
C -5.24 -2.15 -4.07
N 0.72 -1.60 -1.65
C 0.97 0.40 3.28
C 0.50 -4.16 2.57
H -0.12 -3.74 4.58
C 0.97 -5.14 1.71
H 3.03 1.17 1.17
I 5.34 6.91 -4.29
H 0.76 -4.89 -5.44
H 1.74 2.38 -4.03
C 2.16 -7.70 -3.34
C -2.51 -1.35 -1.62
C 1.13 -5.67 -4.79
C 3.42 -2.52 0.69
H -3.44 -5.02 -4.26
C 3.66 3.48 -2.20
C 1.54 -0.40 4.32
C -4.54 -1.52 -3.06
C -4.81 -3.38 -4.53
C -0.30 1.95 -4.33
N -1.82 -0.46 -2.46
C 2.80 2.55 4.61
H 1.94 -0.02 5.24
C 4.06 5.60 -3.23
N -0.19 1.06 -1.65
C 0.88 1.78 3.30
H -3.43 1.32 -4.91
C -1.88 -3.56 0.97
H -1.94 -4.49 1.50
C -0.96 -1.16 -3.35
H 4.69 -0.17 2.49
C 4.52 4.35 -2.84
C 1.90 5.10 -2.34
H 3.42 2.04 3.89
C -3.08 -3.42 -2.89
H 2.57 -8.54 -2.81
H 2.90 -4.17 -1.43
C 0.80 2.12 -3.60
H 3.56 -3.59 0.58
H 0.58 4.41 7.15
N -2.17 -0.22 -5.13
```